[1]
{"formula": "C39H57FeN10O3Sb", "method": "wB97M-V/def2-TZVPD", "symbols": ["Sb", "Fe", "O", "O", "O", "N", "N", "N", "N", "N", "N", "N", "N", "N", "N", "C", "C", "C", "C", "C", "C", "C", "C", "C", "C", "C", "C", "C", "C", "C", "C", "C", "C", "C", "C", "C", "C", "C", "C", "C", "C", "C", "C", "C", "C", "C", "C", "C", "C", "C", "C", "C", "C", "C", "H", "H", "H", "H", "H", "H", "H", "H", "H", "H", "H", "H", "H", "H", "H", "H", "H", "H", "H", "H", "H", "H", "H", "H", "H", "H", "H", "H", "H", "H", "H", "H", "H", "H", "H", "H", "H", "H", "H", "H", "H", "H", "H", "H", "H", "H", "H", "H", "H", "H", "H", "H", "H", "H", "H", "H", "H"], "coordinates": [[1.329, 0.351, -2.962], [-0.847, 0.407, 0.582], [1.362, 0.192, -0.067], [4.030, 3.262, 0.842], [-2.146, 1.511, 1.926], [-4.115, -2.421, -0.209], [-1.845, -1.676, -0.175], [0.949, -0.027, 3.659], [1.879, -1.956, 2.814], [-3.288, -1.073, -1.882], [0.402, 2.330, 1.180], [1.724, 2.227, 0.909], [-3.534, 3.561, -0.862], [-0.331, -1.298, 2.210], [-2.109, 1.891, -0.947], [2.140, 1.098, 0.370], [-3.306, 2.265, -0.568], [-3.023, -1.736, -0.727], [-0.716, -2.570, 1.810], [4.160, -0.288, -0.007], [-2.873, 5.458, 2.871], [-1.534, 2.994, -1.508], [-2.224, -0.640, -2.748], [-2.341, 2.750, 2.193], [-0.026, 3.492, 1.544], [2.258, -2.635, -3.515], [-2.405, 4.042, -1.462], [-1.364, -5.158, 0.943], [1.315, -1.828, -2.645], [0.213, 1.372, -5.699], [5.528, -0.488, -0.028], [-1.424, -2.755, 0.604], [-0.843, -4.964, 2.210], [5.857, 1.834, 0.475], [-3.594, 3.173, 2.716], [0.786, -1.114, 2.862], [3.610, 0.954, 0.297], [-4.227, -2.653, 1.212], [-1.654, 5.094, 2.351], [-4.597, -0.578, -2.219], [2.226, 0.623, 3.843], [4.477, 2.035, 0.546], [-1.656, -4.058, 0.158], [-0.177, 0.741, 4.129], [2.216, -2.703, 1.631], [3.508, 0.497, -3.310], [2.531, -2.385, 4.027], [-0.508, -3.687, 2.624], [-4.802, -3.395, -1.029], [0.870, 0.134, -5.123], [4.042, 1.918, -3.296], [-3.845, 4.478, 3.058], [6.378, 0.585, 0.206], [-1.346, 3.769, 2.015], [2.485, 0.661, 4.905], [7.451, 0.452, 0.176], [2.170, -3.696, -3.275], [3.622, 2.510, -4.108], [-5.289, -2.712, 1.468], [-4.965, -1.026, -3.148], [-4.561, -3.240, -2.077], [-0.162, 1.750, 3.717], [2.130, -1.838, 4.876], [-2.322, 0.419, -2.986], [0.844, 2.247, -5.559], [-3.066, 6.484, 3.152], [-0.080, -3.541, 3.606], [0.038, 1.256, -6.769], [2.021, -2.510, -4.570], [1.751, -2.226, 0.769], [3.304, -2.684, 1.517], [-1.570, -6.154, 0.576], [-2.077, -4.200, -0.827], [5.935, -1.470, -0.230], [0.205, -0.721, -5.247], [3.721, 0.022, -4.268], [1.791, -0.077, -5.661], [-4.345, 2.410, 2.869], [-0.545, 2.945, -1.918], [4.001, -0.064, -2.519], [3.610, -2.224, 3.970], [3.295, -2.345, -3.363], [3.030, 3.186, 0.904], [-0.138, 0.804, 5.222], [-4.021, 1.634, -0.082], [0.671, 4.338, 1.518], [-2.325, 5.055, -1.798], [-4.804, 4.750, 3.478], [-5.299, -0.797, -1.419], [1.889, -3.749, 1.675], [0.293, -2.169, -2.806], [-3.743, -3.579, 1.543], [6.493, 2.687, 0.646], [3.006, 0.102, 3.296], [-0.745, 1.562, -5.219], [-1.098, 0.263, 3.809], [-0.889, 5.845, 2.205], [1.534, -1.970, -1.591], [5.129, 1.917, -3.404], [2.170, 1.647, 3.464], [-3.780, -1.818, 1.749], [-4.360, 4.093, -0.640], [3.806, 2.400, -2.349], [-4.501, -4.414, -0.753], [-4.546, 0.506, -2.361], [2.348, -3.454, 4.191], [3.480, -1.097, -0.224], [-2.248, -1.208, -3.685], [-1.274, -0.795, -2.244], [-0.675, -5.803, 2.868], [-5.884, -3.313, -0.898]], "homo_ev": [-6.9, -6.9], "gap_ev": [7.318, 7.288], "multiplicity": 5, "e_above_lowest_kj_mol": 0.0}

***

[2]
{"formula": "C36H26F5INO8P", "method": "wB97M-V/def2-TZVPD", "symbols": ["I", "P", "F", "F", "F", "F", "F", "O", "O", "O", "O", "O", "O", "O", "O", "N", "C", "C", "C", "C", "C", "C", "C", "C", "C", "C", "C", "C", "C", "C", "C", "C", "C", "C", "C", "C", "C", "C", "C", "C", "C", "C", "C", "C", "C", "C", "C", "C", "C", "C", "C", "C", "H", "H", "H", "H", "H", "H", "H", "H", "H", "H", "H", "H", "H", "H", "H", "H", "H", "H", "H", "H", "H", "H", "H", "H", "H", "H"], "coordinates": [[3.096, 0.441, 1.727], [-0.341, -0.525, 0.845], [-0.695, -3.357, 1.019], [-3.206, -3.444, 1.208], [-2.905, -1.618, 2.343], [-3.237, -3.492, 3.377], [-1.024, -4.521, 2.854], [0.049, -0.045, 3.378], [-6.833, -1.511, -0.797], [-0.992, -1.811, 4.198], [-7.375, -5.186, -4.661], [5.148, 5.652, -2.167], [8.243, 5.715, 2.207], [-0.021, 1.069, 0.945], [-1.669, 0.253, 4.800], [0.738, -0.977, -0.362], [7.889, 9.232, -0.023], [6.762, 4.487, 0.845], [6.446, 8.050, -1.540], [-6.932, -2.337, -1.679], [-7.616, -2.929, -4.025], [5.220, 3.334, -0.604], [-6.238, -6.015, -2.244], [2.808, -2.478, 2.563], [6.564, 6.907, -0.759], [6.874, 3.347, 1.631], [2.321, -3.505, 1.540], [0.501, -1.113, 2.477], [5.824, 5.677, -1.160], [-0.209, -2.334, 3.139], [7.521, 5.710, 1.234], [2.033, -1.147, 2.727], [7.359, 6.928, 0.389], [-2.654, -2.929, 2.316], [8.018, 8.094, 0.755], [-6.642, -4.706, -2.472], [6.157, 2.209, 1.304], [-5.507, -5.401, -0.036], [-0.952, -0.446, 4.168], [-6.488, -3.745, -1.470], [-8.115, -2.559, -5.268], [-5.917, -4.097, -0.254], [-5.673, -6.361, -1.028], [-7.225, -4.349, -3.796], [-7.495, -1.976, -3.012], [-8.389, -0.302, -4.482], [-1.117, -3.263, 2.309], [5.321, 2.205, 0.191], [-7.889, -0.664, -3.244], [7.107, 9.209, -1.173], [-8.497, -1.248, -5.496], [5.940, 4.477, -0.282], [2.124, -0.856, 3.771], [-6.368, -6.752, -3.024], [-5.795, -3.346, 0.513], [-7.798, 0.063, -2.449], [4.753, 1.318, -0.067], [8.626, 8.101, 1.648], [7.012, 10.098, -1.781], [1.660, -1.303, -0.121], [-5.058, -5.671, 0.910], [2.885, -2.948, 3.546], [1.881, -3.062, 0.654], [-5.357, -7.381, -0.853], [-0.842, 1.523, 1.167], [0.546, -2.974, 3.598], [6.242, 1.324, 1.920], [4.580, 3.340, -1.476], [8.400, 10.141, 0.265], [7.522, 3.362, 2.496], [3.830, -2.214, 2.298], [1.564, -4.161, 1.969], [-8.199, -3.304, -6.047], [3.146, -4.153, 1.250], [5.833, 8.020, -2.430], [0.301, -1.530, -1.083], [-8.881, -0.961, -6.466], [-8.695, 0.720, -4.662]], "homo_ev": -9.3, "gap_ev": 8.351, "smiles": "CC[C@@H](I)[C@]1(P(N)O)OC(=O)O[C@H]1C(F)(F)C(F)(F)F.O=C1c2ccccc2C(=O)c2ccccc21.O=C1c2ccccc2C(=O)c2ccccc21"}

***

[3]
{"formula": "C41H61BrGeN5O5Ti", "method": "wB97M-V/def2-TZVPD", "symbols": ["Br", "Ge", "Ti", "O", "O", "O", "O", "O", "N", "N", "N", "N", "N", "C", "C", "C", "C", "C", "C", "C", "C", "C", "C", "C", "C", "C", "C", "C", "C", "C", "C", "C", "C", "C", "C", "C", "C", "C", "C", "C", "C", "C", "C", "C", "C", "C", "C", "C", "C", "C", "C", "C", "C", "C", "H", "H", "H", "H", "H", "H", "H", "H", "H", "H", "H", "H", "H", "H", "H", "H", "H", "H", "H", "H", "H", "H", "H", "H", "H", "H", "H", "H", "H", "H", "H", "H", "H", "H", "H", "H", "H", "H", "H", "H", "H", "H", "H", "H", "H", "H", "H", "H", "H", "H", "H", "H", "H", "H", "H", "H", "H", "H", "H", "H", "H"], "coordinates": [[-0.093, -5.449, -1.784], [3.103, 0.768, 0.537], [0.267, -0.018, -0.488], [1.924, 1.047, -1.037], [-0.227, -2.564, -0.969], [2.268, 1.877, 1.677], [0.481, -0.891, -2.177], [1.575, -0.620, 0.788], [-1.148, -0.812, 0.914], [-2.491, 2.084, 1.641], [-0.745, 1.605, -0.579], [-2.306, -0.349, -1.679], [-2.667, -2.186, 2.265], [0.154, -2.156, -2.058], [2.997, 2.653, 2.651], [1.716, 1.676, -3.395], [-2.587, -3.702, 4.203], [-2.448, 0.928, -3.795], [0.485, -4.368, -5.702], [3.823, 3.713, 1.931], [-1.492, 3.043, 1.276], [2.990, -1.514, 2.546], [0.280, -2.976, -3.292], [0.505, 4.887, 0.646], [0.273, -5.058, -4.521], [1.945, 3.296, 3.541], [-1.284, 3.083, -2.516], [0.168, -4.372, -3.319], [-3.386, 0.022, -0.748], [-3.848, 2.613, 1.633], [0.444, 3.669, -0.006], [-1.759, 3.216, -3.812], [-3.463, -3.258, 1.648], [-0.440, 5.199, 1.612], [-2.168, 1.453, 2.914], [-2.728, -1.527, -2.430], [-1.409, 4.267, 1.936], [-2.541, -2.242, 3.735], [3.606, 2.506, -2.029], [2.677, 1.319, -2.273], [-2.010, 0.797, -2.486], [-1.964, -4.619, 3.155], [-0.578, 2.757, 0.257], [-2.298, 2.128, -4.475], [-2.793, -4.619, 1.863], [2.888, -2.605, 0.281], [2.099, -1.882, 1.364], [-1.327, 1.855, -1.857], [3.914, 1.773, 3.496], [3.475, 0.072, -2.647], [0.503, -2.304, -4.497], [0.970, -2.754, 1.888], [0.601, -2.985, -5.693], [-1.858, -1.467, 1.544], [3.924, -1.042, 2.241], [-0.951, -4.272, 2.942], [4.325, 4.368, 2.645], [4.594, 3.245, 1.312], [1.035, 2.464, -3.090], [3.407, -3.459, 0.719], [4.196, 2.396, -1.118], [-2.895, 0.664, 3.118], [-2.041, -1.732, -3.249], [-1.598, -1.769, 4.008], [1.134, 0.816, -3.717], [-1.870, -5.633, 3.541], [-2.129, 4.490, 2.715], [-4.448, -3.220, 2.118], [1.285, 5.594, 0.393], [1.414, -3.644, 2.337], [0.586, -1.226, -4.475], [4.307, -0.104, -1.962], [2.411, 3.947, 4.282], [4.310, 2.586, -2.858], [0.418, -2.225, 2.665], [3.184, 4.318, 1.293], [4.414, 2.382, 4.250], [2.230, -2.977, -0.502], [-3.575, -5.379, 1.914], [-2.950, 0.103, -4.281], [-2.158, -4.864, 1.010], [-4.251, 0.401, -1.304], [2.293, 2.043, -4.246], [-4.055, 3.305, 2.461], [-2.059, -3.779, 5.154], [2.455, -0.846, 3.221], [3.342, 1.002, 4.014], [0.561, -4.918, -6.630], [0.768, -2.443, -6.613], [-2.735, -2.387, -1.762], [4.689, 1.294, 2.893], [2.823, -0.800, -2.650], [1.178, 3.414, -0.756], [-2.642, 2.218, -5.496], [-0.862, 3.949, -2.030], [-1.690, 4.178, -4.302], [3.887, 0.193, -3.650], [-3.030, 0.767, -0.040], [0.298, -3.067, 1.095], [3.249, -2.422, 3.090], [-3.353, -1.659, 4.176], [-3.701, -0.862, -0.195], [-4.554, 1.783, 1.708], [-4.033, 3.135, 0.694], [-0.411, 6.153, 2.122], [-3.732, -1.404, -2.854], [0.189, -6.135, -4.523], [3.051, 3.442, -1.967], [1.377, 2.526, 4.066], [-1.170, 1.015, 2.868], [-3.597, -3.029, 0.593], [-3.620, -4.000, 4.395], [1.256, 3.884, 2.938], [-2.193, 2.162, 3.755], [3.640, -1.947, -0.157]], "homo_ev": -10.2, "gap_ev": 7.262, "total_charge": 1, "e_above_lowest_kj_mol": 0.0}

***

[4]
{"formula": "C5H12O6S3", "method": "wB97M-V/def2-TZVPD", "symbols": ["S", "S", "S", "O", "O", "O", "O", "O", "O", "C", "C", "C", "C", "C", "H", "H", "H", "H", "H", "H", "H", "H", "H", "H", "H", "H"], "coordinates": [[2.071, 0.730, -0.013], [0.557, -1.789, 0.007], [-0.736, 0.628, -0.382], [1.743, 2.121, -0.139], [1.859, -2.332, 0.280], [-0.413, 1.179, -1.677], [-0.510, -2.434, 0.745], [2.648, 0.066, -1.152], [-1.980, -0.352, -0.544], [3.007, 0.457, 1.490], [-3.283, -0.090, -0.052], [0.594, -0.134, 0.428], [0.284, -1.950, -1.730], [-1.292, 2.040, 0.693], [-0.397, 2.289, 1.178], [-3.545, 1.003, -0.359], [-3.890, -0.748, -0.608], [-2.053, 1.589, 1.458], [1.019, -1.365, -2.305], [4.116, 0.580, 1.418], [-3.049, -0.431, 1.051], [2.750, -0.529, 1.710], [0.237, -2.993, -1.915], [2.603, 1.093, 2.137], [-0.686, -1.457, -1.872], [-1.654, 2.832, 0.155]], "homo_ev": -9.7, "gap_ev": 9.802, "e_above_lowest_kj_mol": 28.9}

***

Copy entry 4 word for word.
{"formula": "C5H12O6S3", "method": "wB97M-V/def2-TZVPD", "symbols": ["S", "S", "S", "O", "O", "O", "O", "O", "O", "C", "C", "C", "C", "C", "H", "H", "H", "H", "H", "H", "H", "H", "H", "H", "H", "H"], "coordinates": [[2.071, 0.730, -0.013], [0.557, -1.789, 0.007], [-0.736, 0.628, -0.382], [1.743, 2.121, -0.139], [1.859, -2.332, 0.280], [-0.413, 1.179, -1.677], [-0.510, -2.434, 0.745], [2.648, 0.066, -1.152], [-1.980, -0.352, -0.544], [3.007, 0.457, 1.490], [-3.283, -0.090, -0.052], [0.594, -0.134, 0.428], [0.284, -1.950, -1.730], [-1.292, 2.040, 0.693], [-0.397, 2.289, 1.178], [-3.545, 1.003, -0.359], [-3.890, -0.748, -0.608], [-2.053, 1.589, 1.458], [1.019, -1.365, -2.305], [4.116, 0.580, 1.418], [-3.049, -0.431, 1.051], [2.750, -0.529, 1.710], [0.237, -2.993, -1.915], [2.603, 1.093, 2.137], [-0.686, -1.457, -1.872], [-1.654, 2.832, 0.155]], "homo_ev": -9.7, "gap_ev": 9.802, "e_above_lowest_kj_mol": 28.9}